# 1
Formula: C4H13N3
Source: the Open Molecules 2025 dataset
Level of theory: ωB97M-V/def2-TZVPD

Geometry as ORCA input:
```
! wB97M-V def2-TZVPD RIJCOSX def2/J DEFGRID3
* xyz 0 1
N -2.5142 0.9718 0.9630
N -1.1724 -0.6394 -0.3729
N 2.5970 1.1582 -1.0135
C 1.7030 0.0161 -1.0039
C 1.2148 -0.3915 0.4165
C -0.1259 -1.1632 0.4974
C -2.4298 -0.2658 0.2327
H -3.1545 -0.1956 -0.5737
H -2.5933 1.7864 0.3636
H -0.8145 0.0922 -0.9722
H 1.9990 -1.0465 0.7896
H 1.1605 0.5335 0.9976
H 2.1769 -0.8492 -1.4609
H 0.1072 -2.1594 0.1422
H -1.7258 1.1478 1.5887
H -0.4286 -1.0783 1.5425
H 3.5707 0.9875 -0.8293
H 2.2393 1.9286 -0.4738
H 0.9040 0.2812 -1.6902
H -2.7133 -1.1142 0.8567
*
```

Highest occupied orbital energy = -8.47 eV
Frontier orbital gap = 9.515 eV
SMILES = NCCCNCN
DFT total energy = -8828.450 eV
Molar mass = 103.2 u

***

# 2
Formula: C4H13N3
Source: the Open Molecules 2025 dataset
Level of theory: ωB97M-V/def2-TZVPD

Geometry as ORCA input:
```
! wB97M-V def2-TZVPD RIJCOSX def2/J DEFGRID3
* xyz 0 1
N 0.1603 -1.3714 -0.5084
N -2.5010 -0.1573 -0.2108
N 2.5335 -0.1736 0.5161
C 1.7640 0.4408 -0.5526
C 0.3191 -0.0641 -0.4254
C -1.8257 0.8086 0.6551
C -0.3513 0.4388 0.8690
H -1.9538 -1.0096 -0.2821
H 2.1167 0.1699 -1.5605
H -1.8392 1.7894 0.1617
H -3.4332 -0.3745 0.1056
H -0.3770 0.4395 -1.4351
H 1.7808 1.5338 -0.4837
H -0.4924 0.9132 -2.1240
H 0.1961 1.2666 1.3210
H -2.3278 0.9184 1.6186
H 3.5239 -0.1711 0.3210
H 0.2815 -1.7306 -1.4576
H 2.2010 -1.1244 0.6161
H -0.2713 -0.3769 1.5866
*
```

Highest occupied orbital energy = -8.75 eV
Frontier orbital gap = 8.364 eV
DFT total energy = -8825.058 eV
Molar mass = 103.2 u

***

# 3
Formula: C4H13N3
Source: the Open Molecules 2025 dataset
Level of theory: ωB97M-V/def2-TZVPD

Geometry as ORCA input:
```
! wB97M-V def2-TZVPD RIJCOSX def2/J DEFGRID3
* xyz 0 1
N -2.4982 1.2822 -1.5795
N -0.6374 1.5473 -0.1539
N -2.8204 0.9649 0.6696
C 0.8643 -0.9188 0.4284
C 1.2612 -2.1678 -0.3493
C 2.0963 -0.2013 0.9745
C -2.0027 1.0905 -0.2948
H 0.4061 -2.7785 -0.6389
H 2.6713 -0.8059 1.6784
H 1.8960 -1.9313 -1.2049
H -2.3775 0.8376 1.5735
H -0.1911 1.8842 -0.9981
H 1.8947 -2.8150 0.2642
H -3.4796 1.5173 -1.5694
H -1.8064 1.5143 -2.2784
H 2.7768 0.0694 0.1645
H 0.2264 -1.2143 1.2658
H 0.2273 -0.0483 -0.2231
H -0.3002 1.4547 0.7953
H 1.7928 0.7188 1.4762
*
```

Highest occupied orbital energy = -8.81 eV
Frontier orbital gap = 9.507 eV
SMILES = N=C(N)N.CCC
DFT total energy = -8828.110 eV
Molar mass = 103.2 u

***

# 4
Formula: C4H13N3
Source: the Open Molecules 2025 dataset
Level of theory: ωB97M-V/def2-TZVPD

Geometry as ORCA input:
```
! wB97M-V def2-TZVPD RIJCOSX def2/J DEFGRID3
* xyz 0 1
N -1.2715 1.2473 1.5930
N 2.2968 0.6155 -0.1637
N -2.1983 -1.1891 0.2427
C 2.4265 -0.7448 0.1994
C -0.7687 0.5782 -0.8228
C -1.2590 -0.9225 -0.8092
C -0.2437 1.1006 0.5363
H 1.7584 -1.4186 -0.4012
H 3.4475 -1.1367 0.0946
H -1.6188 1.1812 -1.2063
H -1.7546 2.1411 1.5014
H -2.0065 0.5722 1.3447
H 0.3023 2.0296 0.5060
H -2.4692 -2.1694 0.1461
H 2.8525 0.7643 -1.0055
H 0.1576 0.6270 -1.4258
H 0.2404 0.1964 0.8315
H -1.6321 -1.0786 -1.8295
H 2.1029 -0.8817 1.2345
H -0.3625 -1.5119 -0.5663
*
```

Highest occupied orbital energy = -7.08 eV
Frontier orbital gap = 3.419 eV
DFT total energy = -8821.144 eV
Molar mass = 103.2 u

***

# 5
Formula: C4H13N3
Source: the Open Molecules 2025 dataset
Level of theory: ωB97M-V/def2-TZVPD

Geometry as ORCA input:
```
! wB97M-V def2-TZVPD RIJCOSX def2/J DEFGRID3
* xyz 1 2
N 1.2144 -0.8661 -0.6790
N 2.0384 1.6799 -1.8751
N -2.0428 -1.3075 2.0082
C -1.4208 -0.9280 0.5465
C -0.4851 0.2335 0.7029
C 0.8990 1.4883 -0.9767
C 0.5247 0.3167 -0.3708
H 2.7115 2.3670 -1.5254
H -2.2233 -0.8545 -0.1815
H 1.7857 -1.1008 -1.4849
H 0.3338 2.3719 -0.7237
H -3.0181 -1.5861 1.8587
H 1.7030 1.9521 -2.8092
H -1.0621 1.1562 0.5318
H -2.0880 -0.5037 2.6472
H -0.0127 0.3706 1.7015
H -1.5547 -2.0379 2.5801
H 2.4973 0.7871 -2.0600
H 1.1424 -1.6927 -0.0923
H -0.9425 -1.8463 0.2016
*
```

Highest occupied orbital energy (spin up / spin down) = -6.23 / -11.41 eV
Frontier orbital gap (spin up / spin down) = 3.370 / 8.506 eV
DFT total energy = -8818.164 eV
Molar mass = 103.2 u
<S²> = 0.75

***

# 6
Formula: C4H13N3
Source: the Open Molecules 2025 dataset
Level of theory: ωB97M-V/def2-TZVPD

Geometry as ORCA input:
```
! wB97M-V def2-TZVPD RIJCOSX def2/J DEFGRID3
* xyz 2 1
N -0.2684 0.4027 -0.1784
N 0.9055 0.2201 -0.7778
N -2.4538 -0.2736 0.3564
C 2.8563 0.2495 0.6391
C -0.8512 -1.8919 -0.5396
C -0.4693 1.8090 0.4071
C -1.2198 -0.5883 -0.0238
H 1.2311 1.0474 -1.2824
H -2.7376 0.6932 0.6531
H -1.4286 2.1981 -0.0478
H -0.2393 -1.5824 -1.4425
H -1.5602 -2.6655 -0.7865
H 0.7244 -0.5924 -1.5460
H 0.3226 2.4147 0.2538
H 2.3508 0.8882 1.3242
H 2.7978 -0.7974 1.0096
H -0.6030 1.6768 1.4541
H 3.6406 0.3560 -0.1019
H -0.0551 -2.5073 -0.0417
H -2.9429 -1.0569 0.6710
*
```

Highest occupied orbital energy (spin up / spin down) = -18.35 / -18.35 eV
Frontier orbital gap (spin up / spin down) = 7.923 / 7.926 eV
DFT total energy = -8807.477 eV
Molar mass = 103.2 u

***

# 7
Formula: C4H13N3
Source: the Open Molecules 2025 dataset
Level of theory: ωB97M-V/def2-TZVPD

Geometry as ORCA input:
```
! wB97M-V def2-TZVPD RIJCOSX def2/J DEFGRID3
* xyz 2 1
N 0.2857 0.6409 0.1708
N 2.1798 -0.6674 -0.4197
N -0.4217 -0.4692 -0.2214
C -0.3984 1.8493 0.3497
C 1.5624 0.5579 0.1081
C -0.6905 -1.3593 0.8874
C -1.6148 -0.3142 -1.0361
H 2.6756 -1.1991 0.2170
H -1.7773 -1.3176 -1.4259
H -0.6838 2.3921 -0.5890
H -1.6288 -1.0081 1.5292
H -1.1966 0.3642 -1.8830
H 0.0113 2.6156 0.9633
H -2.4164 0.1640 -0.4417
H 1.2589 -0.9891 -0.6485
H -0.7817 -2.4195 0.5492
H 2.1639 1.3372 0.5787
H -1.3980 1.5148 0.9270
H 2.6617 -0.4134 -1.2765
H 0.2087 -1.2789 1.6613
*
```

Highest occupied orbital energy = -19.25 eV
Frontier orbital gap = 8.942 eV
SMILES = CN(C)/[N+](C)=C\[NH3+]
DFT total energy = -8807.691 eV
Molar mass = 103.2 u

***

# 8
Formula: C4H13N3
Source: the Open Molecules 2025 dataset
Level of theory: ωB97M-V/def2-TZVPD

Geometry as ORCA input:
```
! wB97M-V def2-TZVPD RIJCOSX def2/J DEFGRID3
* xyz 2 1
N -2.6307 0.2289 -0.3693
N -2.7930 -1.0110 0.3065
N 0.3787 -0.5005 -0.1752
C 2.0195 1.2490 0.1318
C 2.6378 -1.1962 -0.0840
C -1.5092 1.0103 0.0604
C 1.5801 -0.1393 -0.0446
H -2.5543 0.0152 -1.3863
H 3.0587 -1.2859 0.9232
H 2.6258 1.3430 1.0376
H -2.8591 -0.9101 1.3175
H 2.2679 -2.1720 -0.3925
H 0.0339 -1.4476 -0.2662
H 2.6852 1.5313 -0.6910
H 1.1849 1.9476 0.1804
H -3.4622 0.8739 -0.2745
H -3.5936 -1.5392 -0.0320
H -1.3402 1.0964 1.1238
H -1.1692 1.7860 -0.6100
H 3.4390 -0.8799 -0.7556
*
```

Highest occupied orbital energy (spin up / spin down) = -19.56 / -19.45 eV
Frontier orbital gap (spin up / spin down) = 8.672 / 8.384 eV
DFT total energy = -8807.640 eV
Molar mass = 103.2 u

***

# 9
Formula: C4H13N3O
Source: the Open Molecules 2025 dataset
Level of theory: ωB97M-V/def2-TZVPD

Geometry as ORCA input:
```
! wB97M-V def2-TZVPD RIJCOSX def2/J DEFGRID3
* xyz -1 2
O 0.5066 3.1798 -0.8841
N -1.8899 -0.3172 0.4185
N 0.1510 0.7332 -1.5610
N 0.6033 -2.3950 2.2998
C -0.0495 -1.2517 1.7790
C -1.1243 -1.3557 0.9903
C 1.6013 0.6932 -1.7827
C -0.1471 2.1711 -0.4985
H 2.0228 -0.1439 -1.2317
H 1.5964 -2.3429 2.1549
H -2.8829 -0.4876 0.4873
H -1.2482 2.1306 -0.5722
H 0.3681 -0.3200 2.1331
H -1.4956 -2.3425 0.7609
H 2.0003 1.6431 -1.4228
H 1.8435 0.5710 -2.8378
H -0.4488 0.9230 -2.3517
H 0.2269 1.6843 0.4344
H -0.1945 -0.0964 -1.0754
H -1.6644 0.5889 0.8012
H 0.2250 -3.2655 1.9584
*
```

Highest occupied orbital energy (spin up / spin down) = 1.11 / -4.23 eV
Frontier orbital gap (spin up / spin down) = 2.790 / 8.053 eV
DFT total energy = -10873.401 eV
Molar mass = 119.2 u
<S²> = 0.75

***

# 10
Formula: C4H13N3O
Source: the Open Molecules 2025 dataset
Level of theory: ωB97M-V/def2-TZVPD

Geometry as ORCA input:
```
! wB97M-V def2-TZVPD RIJCOSX def2/J DEFGRID3
* xyz 0 1
O 0.9528 -1.8033 -1.2723
N -1.4328 -1.1714 -0.5618
N -1.8903 0.5197 1.0382
N -2.2564 -0.5050 -1.4916
C 1.5671 1.2980 1.1070
C 1.6326 -1.0963 -0.4233
C -1.2033 -0.5617 0.5864
C 0.9927 0.7651 -0.1915
H 2.6435 -0.8047 -0.7334
H 2.5687 0.8977 1.2839
H -0.3910 -1.6832 -0.9992
H -2.5266 0.9590 0.3873
H -2.5974 -1.1830 -2.1623
H -0.5640 -1.0844 1.2812
H -1.5800 0.9419 1.8971
H -1.7312 0.2103 -1.9912
H 0.9579 1.0113 1.9708
H 1.5691 -1.4019 0.6356
H 1.5976 1.0905 -1.0394
H 1.6595 2.3878 1.1155
H 0.0317 1.2137 -0.4369
*
```

Highest occupied orbital energy = -7.45 eV
Frontier orbital gap = 8.147 eV
DFT total energy = -10873.019 eV
Molar mass = 119.2 u